This record from the Open Molecules 2025 dataset describes a 14-piece molecular cluster, C57H151N19O22 overall in a non-equilibrium geometry. The level of theory is ωB97M-V/def2-TZVPD.

Structure (XYZ):
```
249
Properties=species:S:1:pos:R:3:forces:R:3
C -11.75086 -6.65235 2.30300 0.61 0.05 1.31
C -10.30254 -6.77084 1.84358 -0.01 1.88 0.89
C -9.32000 -7.16171 2.98510 0.38 -0.67 -1.54
O -7.92766 -7.09072 2.55939 -0.61 1.23 0.24
C -7.37659 -5.75145 2.42514 0.65 -1.17 0.04
N -10.27622 -7.65833 0.74018 0.00 -1.29 -1.05
H -12.03953 -7.55349 2.84403 -0.30 -0.18 -0.26
H -12.44921 -6.41276 1.50113 0.11 -0.15 -0.03
H -11.78019 -5.85182 3.04218 -0.27 0.16 -0.01
H -10.06118 -5.77322 1.47668 0.39 0.52 0.27
H -9.53087 -8.22620 3.08760 0.33 -0.18 0.31
H -9.44770 -6.69978 3.96408 -0.23 0.49 -0.19
H -7.83295 -5.15185 1.63756 -0.31 -0.01 0.18
H -6.32799 -5.88793 2.16073 -0.05 -0.34 -0.47
H -7.23732 -5.20055 3.35531 -0.94 0.02 0.35
H -11.07288 -7.40271 0.17442 -0.10 -0.33 -0.27
H -9.47935 -7.54070 0.13086 0.36 -0.06 0.21
C 4.65790 -3.65020 13.08192 -0.21 0.22 0.27
O 3.38612 -2.99363 13.07344 1.78 0.72 -0.05
C 2.24303 -3.73429 13.23276 -1.09 -1.21 -0.15
C 1.01905 -2.86614 12.99333 1.03 0.39 0.67
N 1.17453 -2.22175 11.71548 -0.15 -0.78 -1.00
C 0.04550 -1.42625 11.33707 0.32 0.78 -0.30
C 0.35577 -0.53197 10.10014 0.02 -1.40 1.50
O 1.44845 0.32216 10.42892 -0.90 0.81 -0.36
C 1.62399 1.25474 9.36448 0.29 0.07 -0.11
H 4.96820 -4.06234 12.12174 -0.41 0.04 -0.32
H 4.74610 -4.45904 13.80725 -0.43 -0.10 0.23
H 5.40849 -2.91377 13.36895 -0.17 0.16 -0.07
H 2.19802 -4.24760 14.19328 0.02 0.17 0.50
H 2.15335 -4.53821 12.50216 0.31 -0.21 -0.43
H 0.91459 -2.10941 13.77085 0.12 0.24 0.51
H 0.14297 -3.49990 13.13088 -0.19 -0.06 -0.71
H 1.99407 -1.63174 11.69684 0.22 -0.17 0.27
H -0.18872 -0.78870 12.18958 -0.52 0.58 0.06
H -0.81205 -2.07742 11.16765 -0.13 0.08 -0.30
H -0.56940 -0.01226 9.85104 0.12 0.45 -0.13
H 0.64153 -1.18703 9.27713 -0.01 -0.03 -0.28
H 0.67927 1.63934 8.98019 -0.30 -0.46 -0.19
H 2.21408 0.76515 8.58976 -0.16 0.11 -0.37
H 2.12952 2.18432 9.62609 0.41 -0.39 0.76
C 5.14604 5.81083 -8.41052 0.36 -0.41 -0.64
O 5.82152 5.21154 -9.55042 -1.17 0.84 1.05
C 5.57105 5.93936 -10.74055 1.07 -0.37 -0.60
C 4.24583 5.65563 -11.46516 -1.19 0.69 -1.14
N 4.19934 6.04256 -12.92387 0.40 -1.34 0.33
C 2.83246 6.30683 -13.41402 0.36 1.39 0.04
C 2.59722 6.57286 -14.91544 1.71 0.73 -0.55
O 3.70506 7.37180 -15.47330 -0.87 0.11 1.24
C 3.80348 7.54415 -16.85722 0.30 -1.21 -1.00
H 5.47829 5.31581 -7.49802 0.00 -0.16 -0.22
H 4.06235 5.73444 -8.49925 -0.09 -0.17 -0.01
H 5.39021 6.86975 -8.32589 0.17 0.14 -0.10
H 6.48602 5.75923 -11.30490 -0.37 -0.54 -0.77
H 5.67733 7.01208 -10.57911 -0.47 0.34 0.40
H 3.48436 6.25709 -10.96865 -0.24 0.32 0.43
H 3.80927 4.65794 -11.41889 0.82 -0.39 0.28
H 4.74535 6.88352 -13.04537 -0.05 0.10 -0.26
H 2.56197 7.21540 -12.87604 -0.73 0.32 -0.05
H 2.04618 5.58418 -13.19572 0.53 -0.55 0.55
H 1.65801 7.12280 -14.97508 -0.08 0.19 -0.14
H 2.46419 5.65915 -15.49471 0.33 -0.20 -0.05
H 3.02308 8.07271 -17.40467 -0.57 0.15 0.55
H 3.91970 6.56762 -17.32732 -0.39 -0.40 -0.20
H 4.73178 8.01347 -17.18295 0.17 0.43 0.89
C -6.24275 2.40941 1.93983 1.08 -0.03 -0.27
O -5.19218 1.74548 1.23276 -0.08 1.27 0.17
C -5.61697 0.68708 0.44148 1.36 -1.45 -0.12
C -4.35276 -0.00324 -0.19660 0.40 0.09 1.74
N -3.46010 -0.64143 0.83598 -0.59 0.78 1.04
C -2.90810 0.25978 1.90393 0.21 -1.48 -0.89
C -1.64672 -0.33115 2.60356 0.01 1.41 -1.24
O -0.56383 -0.49940 1.61772 -0.81 -0.17 0.95
C 0.72772 -0.63569 2.19689 -0.01 0.11 -0.27
H -5.77899 3.31372 2.33385 -0.20 0.04 0.00
H -6.57334 1.80536 2.78477 -0.31 -0.16 -0.04
H -7.05783 2.68050 1.26881 -0.18 -0.07 0.05
H -6.28787 1.00486 -0.35664 -0.21 0.08 -0.11
H -6.10514 -0.01812 1.11416 -0.37 -0.47 -0.25
H -3.78800 0.76645 -0.72263 -0.08 0.17 -0.37
H -4.66764 -0.79685 -0.87420 -0.03 0.15 -0.07
H -2.65558 -1.13001 0.46971 -0.21 0.09 -0.71
H -3.67147 0.46898 2.65332 0.10 -0.18 0.09
H -2.62167 1.22853 1.49455 0.16 0.16 -0.13
H -1.78681 -1.21007 3.23282 -0.10 -0.30 -0.37
H -1.44578 0.51510 3.26051 0.76 -0.07 0.39
H 0.74256 -1.33197 3.03539 -0.11 0.14 0.25
H 1.15900 0.33272 2.45041 -0.27 0.23 0.58
H 1.45692 -1.01506 1.48103 -0.45 -0.31 -0.47
C 3.25397 -6.77260 -8.33471 0.18 0.63 -0.52
O 3.97677 -5.51499 -8.46976 -0.45 -1.55 2.10
C 3.80747 -4.84407 -9.65365 0.35 0.91 -1.29
C 4.76951 -3.64340 -9.78280 0.24 -0.18 0.57
N 4.43720 -2.58784 -8.83989 -1.61 -0.26 0.50
C 5.34535 -1.50920 -8.60706 1.66 -0.42 0.92
C 6.50966 -1.92788 -7.59926 -0.40 0.37 -0.26
O 5.87441 -2.27914 -6.36139 -0.86 0.19 -1.45
C 6.66607 -2.79623 -5.33498 -0.20 0.39 -0.02
H 3.31480 -7.22465 -7.34474 0.70 0.58 0.15
H 3.64355 -7.49632 -9.05063 0.05 -0.03 -0.16
H 2.17803 -6.68407 -8.48516 -0.11 0.46 -0.38
H 2.80752 -4.43492 -9.79787 -0.44 0.02 0.30
H 3.96646 -5.51336 -10.49915 0.25 -0.18 -0.28
H 4.68135 -3.32178 -10.82054 0.05 0.33 -0.02
H 5.80711 -3.90939 -9.58095 0.26 -0.73 -0.43
H 4.30995 -3.02272 -7.93724 -0.39 -0.22 0.15
H 4.87658 -0.67999 -8.07720 -0.44 0.02 -0.28
H 5.69308 -1.16664 -9.58166 0.47 0.23 0.19
H 7.20965 -1.11849 -7.39190 -0.06 0.49 -0.13
H 7.14509 -2.71102 -8.01282 -0.22 -0.60 0.07
H 6.85707 -3.86007 -5.47593 0.42 -0.05 -0.07
H 6.07414 -2.67976 -4.42715 0.13 -0.03 0.09
H 7.55935 -2.17644 -5.25739 0.42 -0.34 0.25
C 0.00639 4.09387 0.45348 -0.91 -0.51 -2.19
O 0.38927 3.38736 -0.78261 1.42 -0.25 1.20
C 1.70654 2.74362 -0.67277 -0.52 0.30 -0.30
C 2.10551 1.89370 -1.88734 -2.64 0.04 0.46
N 1.03154 0.90877 -2.06965 0.43 -0.10 -1.02
C 1.43459 -0.10307 -3.05406 0.16 0.57 0.20
C 0.29313 -0.93564 -3.51837 1.00 -0.31 0.65
O -0.20571 -1.62402 -2.42055 -1.72 -0.38 1.50
C 0.41802 -2.80033 -1.99089 0.34 -1.12 -1.02
H 0.01352 3.49588 1.36477 0.91 -0.02 0.01
H -1.06078 4.26169 0.30829 -0.10 0.15 -0.13
H 0.45901 5.08545 0.45051 0.45 -0.22 0.61
H 1.66651 2.07072 0.18380 0.12 0.00 0.31
H 2.51927 3.45858 -0.54475 -0.15 0.43 0.38
H 3.04813 1.38523 -1.68475 0.49 0.41 -0.14
H 2.05685 2.48628 -2.80090 0.78 0.18 0.04
H 0.83649 0.48619 -1.17328 -0.24 -0.36 -0.01
H 2.22978 -0.71610 -2.62986 0.39 -0.25 -0.31
H 1.74618 0.33757 -4.00108 0.70 0.64 0.26
H 0.66319 -1.64114 -4.26228 -0.21 -0.04 -0.48
H -0.42299 -0.21298 -3.90957 -0.56 -0.55 0.02
H -0.05250 -3.27396 -1.12927 -0.27 0.81 0.20
H 1.49414 -2.77836 -1.81893 0.21 0.72 0.29
H 0.33634 -3.57514 -2.75318 -0.17 -0.16 -0.50
C -11.94918 9.20637 3.69750 0.81 0.75 -0.27
O -10.70366 9.76571 4.11533 0.09 0.32 0.38
C -9.53771 9.18766 3.50633 -1.08 -0.39 1.03
C -8.30621 9.61338 4.26726 1.77 0.75 0.09
N -7.03395 9.37637 3.56546 -0.51 -0.90 -0.53
C -5.75134 9.95832 3.99245 -2.11 -1.50 0.41
C -5.45038 9.51181 5.47082 0.55 1.06 -0.98
O -5.08922 8.14983 5.61648 0.54 0.76 0.40
C -4.86154 7.78778 6.99780 -1.50 -0.63 -1.15
H -11.93719 9.18771 2.60772 -0.45 -0.06 -0.18
H -12.71298 9.88627 4.07492 -0.01 -0.05 -0.19
H -12.17862 8.20608 4.06477 0.40 -0.22 0.22
H -9.48982 9.48015 2.45740 0.05 -0.26 -0.21
H -9.70983 8.12808 3.69546 0.56 -0.45 -0.88
H -8.25345 9.12770 5.24165 -0.35 -0.23 0.09
H -8.33364 10.67998 4.49026 -0.51 0.39 0.01
H -7.08751 9.00782 2.62663 0.03 0.20 0.29
H -5.86307 11.03696 3.88222 0.51 0.41 0.66
H -5.03899 9.62571 3.23745 0.36 -0.08 0.46
H -6.28885 9.78825 6.11008 -0.48 -0.28 -0.03
H -4.67038 10.18975 5.81736 0.61 -0.14 0.17
H -4.58538 6.73448 6.94882 0.50 0.20 0.19
H -5.84882 7.78107 7.45968 -0.10 0.21 0.47
H -4.19411 8.40557 7.59861 0.30 0.12 -0.46
C 7.15944 -6.69905 2.77446 -0.85 1.48 -1.26
O 8.33157 -6.42179 3.46740 0.37 -0.31 1.71
C 8.09311 -6.42087 4.88233 1.47 0.01 1.56
C 9.41355 -6.39407 5.75232 -0.61 -0.25 -1.99
N 10.26125 -7.54216 5.43913 0.01 -0.25 1.63
C 11.58487 -7.38930 6.07544 -0.06 -0.28 0.13
C 11.57828 -7.35162 7.63225 -0.39 1.22 -0.06
O 11.46240 -5.98981 8.07498 -0.45 0.75 -0.05
C 11.49757 -5.70314 9.46841 0.22 0.02 -0.27
H 6.35471 -6.07506 3.16323 -0.47 -0.42 0.51
H 6.85291 -7.73389 2.62198 0.25 -0.23 0.58
H 7.24133 -6.24577 1.78658 0.47 -0.30 -0.32
H 7.48665 -7.26110 5.22045 0.15 -0.57 -0.41
H 7.54118 -5.57677 5.29581 -0.29 0.67 -0.86
H 9.11974 -6.30845 6.79849 0.01 -0.45 0.05
H 10.00892 -5.50359 5.55065 -0.27 0.61 -0.15
H 10.28973 -7.65715 4.43609 0.36 0.06 0.00
H 12.09464 -6.50165 5.70084 0.06 0.53 0.25
H 12.26734 -8.19072 5.79250 -0.36 -0.39 -0.13
H 12.53005 -7.70402 8.02981 0.01 -0.51 -0.05
H 10.72270 -7.87793 8.05543 0.11 -0.60 -0.16
H 10.58289 -5.77419 10.05698 -0.64 -0.93 -0.46
H 11.67086 -4.63475 9.59724 0.72 -0.01 -0.39
H 12.26251 -6.30669 9.95696 0.20 0.12 0.16
C -8.21910 -14.60058 1.97518 0.10 0.76 -0.52
O -7.56598 -14.21015 0.78865 0.59 0.99 -0.31
C -7.45125 -12.77863 0.54010 0.55 -1.68 -1.20
C -7.37150 -12.64842 -1.00879 0.88 0.76 -0.29
N -8.57143 -12.16017 -1.62963 -1.12 1.36 -0.76
C -8.49137 -11.66375 -3.06150 1.03 -0.14 1.33
C -7.51378 -10.51203 -3.29999 0.21 -0.66 0.42
O -7.78233 -9.47725 -2.39053 -0.08 -0.42 0.24
C -6.93377 -8.41621 -2.65727 -0.01 1.31 0.04
H -9.27851 -14.44621 1.77042 -0.30 -0.09 0.73
H -7.83443 -13.97974 2.78431 -0.36 -0.12 0.45
H -8.00931 -15.65067 2.17864 0.02 0.08 -0.12
H -6.51976 -12.34773 0.90720 0.53 -0.67 0.30
H -8.15394 -12.12516 1.05710 -0.99 -0.41 -0.39
H -7.05171 -13.51604 -1.58592 0.05 -0.61 0.83
H -6.55285 -11.94240 -1.14825 0.36 0.39 -0.23
H -8.73918 -11.33015 -1.07915 -0.81 0.34 -0.09
H -9.45199 -11.25946 -3.38063 -0.27 -0.61 0.21
H -8.15242 -12.50385 -3.66767 -0.36 -0.03 -0.24
H -7.58315 -10.14507 -4.32402 -0.27 0.04 -0.31
H -6.47084 -10.80137 -3.17088 0.25 -0.34 0.05
H -5.86163 -8.59464 -2.57491 0.17 -0.66 0.17
H -7.15363 -7.61750 -1.94888 -0.14 0.07 -0.12
H -7.10285 -8.07978 -3.68017 -0.03 0.38 -0.17
C -0.68283 5.18044 -6.74628 0.65 2.15 4.01
O -0.56297 6.06992 -5.92984 0.53 1.01 1.24
N -0.51378 3.92768 -6.56644 1.17 -6.12 2.08
N -1.04910 5.35946 -7.93281 -2.26 2.77 -7.62
H -0.79346 3.32651 -7.32833 0.38 -0.37 0.78
H -0.19578 3.52255 -5.69763 -0.26 0.19 -0.19
H -1.11724 4.58657 -8.57941 0.05 0.69 -0.11
H -1.03078 6.30512 -8.28707 -0.27 -0.30 -0.09
C -4.63350 7.17198 -2.24142 -4.93 1.76 1.94
O -5.71405 7.42413 -1.75085 -1.26 0.61 0.57
N -4.12934 6.01918 -2.35424 3.18 -7.20 -0.15
N -3.81380 7.99595 -2.77824 3.31 4.53 -2.16
H -4.51623 5.13175 -2.06632 -0.20 0.60 0.17
H -3.12421 6.09116 -2.42235 -0.19 -1.34 0.09
H -3.91152 9.00023 -2.73371 0.02 -0.43 -0.13
H -3.07495 7.51864 -3.27460 0.11 1.43 -0.35
C 3.17801 9.37413 6.31873 -0.93 -1.69 1.51
O 2.72516 9.17735 7.42368 -0.77 -0.44 1.28
N 3.74363 10.47456 5.97602 2.11 4.24 -1.31
N 3.17808 8.46256 5.35299 -0.34 -1.62 -0.68
H 3.84146 11.20394 6.66779 0.12 -0.17 -0.37
H 4.25276 10.47818 5.10373 0.04 0.66 0.42
H 2.75082 7.61142 5.68930 0.16 -0.16 -1.02
H 3.48243 8.71508 4.42363 -0.40 -0.81 0.14
C 3.97477 10.07073 -1.04106 0.49 -2.70 4.02
O 4.34337 9.84696 0.12453 -0.49 0.32 -0.52
N 4.61768 10.83567 -1.84041 1.82 3.12 -2.66
N 3.01570 9.36558 -1.62299 -2.58 -1.74 -0.56
H 4.19589 10.96271 -2.74927 0.83 0.54 0.05
H 5.37474 11.38209 -1.45520 -0.30 0.11 -0.45
H 2.61507 8.61419 -1.07984 -0.03 0.35 -0.10
H 2.55251 9.60289 -2.48856 0.26 -0.03 0.25
C 8.73825 3.50523 0.14367 0.47 -4.27 0.78
O 8.11398 2.50919 0.45848 -0.48 -0.64 0.19
N 10.02306 3.52514 -0.13675 3.65 -0.96 -0.67
N 8.27873 4.67433 0.03598 -3.96 6.75 -0.29
H 10.45827 4.42024 -0.30849 0.41 -0.73 0.04
H 10.55156 2.66800 -0.05867 0.01 0.42 -0.07
H 7.32644 4.90050 0.28516 0.21 -0.30 -0.08
H 8.85457 5.46421 -0.21818 -0.31 -0.27 0.11
```
Positions in Å, forces in eV/Å.

Summary:
**Kohn-Sham gap**: 7.7795 eV
**HOMO energy**: -7.78 eV

Mulliken atomic charge list, values in e, 5 entries: atom 1 (C): -1.559, atom 2 (C): 0.733, atom 3 (C): -0.711, atom 4 (O): -0.319, atom 5 (C): -0.722